Record 1
The following is a DFT calculation (the ωB97M-V functional and the def2-TZVPD basis) of a cluster of 11 separate species, CH23O11 in total.

Each line ends with the Mulliken charge.
Geometry (Å):
H 1.30 0.11 -0.49  0.12
O -0.50 -0.31 0.46  -0.22
O -1.87 -3.23 0.89  -0.73
H 1.45 1.82 -2.19  0.34
O 3.10 2.11 0.95  -0.72
H 0.72 0.49 2.10  0.30
H -1.49 -3.35 1.76  0.33
H -1.07 2.69 1.49  0.39
H 0.52 -2.16 1.47  0.24
H 2.60 -3.65 -2.13  0.31
H -1.55 -2.36 0.62  0.27
H 2.95 1.37 0.35  0.35
H -2.45 -1.24 -2.52  0.35
O 2.16 -2.84 -2.41  -0.63
C 0.21 -0.01 -0.66  -0.61
H 2.30 0.85 -3.00  0.33
H -3.16 1.15 -0.94  0.30
H -0.18 0.88 -1.21  0.13
O -1.63 1.15 2.45  -0.71
O 1.98 1.76 -2.99  -0.65
H 1.40 -2.75 -1.82  0.33
H -1.62 -0.15 -3.16  0.31
H -1.45 3.12 0.08  0.28
O -0.91 3.40 0.83  -0.65
H -2.37 0.38 0.14  0.33
O 1.14 -2.33 2.19  -0.74
O 1.51 0.42 2.66  -0.78
H 0.10 -0.81 -1.43  0.03
O -3.28 0.65 -0.12  -0.68
H 2.14 1.06 2.28  0.39
H -2.37 0.67 2.84  0.27
H 2.51 2.80 0.63  0.34
H -1.22 0.52 1.80  0.28
H 1.39 -1.43 2.46  0.45
O -2.32 -0.78 -3.35  -0.64

Summary:
Energy above the lowest of the compared OMol25 structures with the same formula, charge and spin (eV): 0.449
Energy (Eh): -879.6001
Net charge: -1
E_HOMO (eV): -5.81
Spin multiplicity: 1
HOMO-LUMO gap (eV): 8.59

---

Record 2
The following is a DFT calculation (the ωB97M-V functional and the def2-TZVPD basis) of a structure of composition C20H29N2PrS.

Each line ends with the Löwdin spin population.
Geometry (Å):
C 0.59 1.52 4.20  0.00
C -2.65 -0.21 -0.89  0.00
H 0.92 4.79 -0.80  0.00
H 2.58 -0.41 -2.66  0.00
H -0.80 4.87 -1.24  0.00
H -0.49 -0.67 -4.19  0.00
C 1.98 0.05 2.75  0.00
H 2.52 -3.02 -0.32  0.00
C -0.04 2.48 5.00  0.00
Pr 0.76 0.56 0.02  2.04
C -1.47 -2.43 0.97  0.00
S 2.31 1.46 3.70  0.00
H 1.53 -3.03 1.16  0.00
H 1.77 -1.64 -3.65  0.00
H -3.40 -0.93 -1.28  0.00
H -1.94 3.23 5.69  0.00
H -2.05 -1.75 1.61  0.00
H 1.54 1.84 -2.73  0.00
H 2.75 -2.14 -2.25  0.00
H -2.93 0.02 0.15  0.00
H -3.29 1.62 4.36  0.00
H 2.26 2.69 -1.30  0.00
H 1.11 -4.08 -0.20  0.00
H -2.75 0.71 -1.48  0.00
C -0.19 0.59 3.53  0.00
H -1.68 0.40 -3.42  0.00
C -1.27 -0.75 -0.97  -0.01
H -2.20 -3.13 0.51  0.00
H 0.58 3.19 5.55  0.00
C 0.62 -2.01 -0.52  0.00
H -2.13 -0.10 2.90  0.00
C -0.35 -0.59 -2.06  0.00
C -1.44 2.49 5.06  0.00
N 2.76 -0.22 1.57  0.00
C -2.20 1.58 4.32  0.00
H 3.70 0.14 1.68  0.00
H 0.02 0.90 -3.57  0.00
H 0.43 4.77 -2.50  0.00
H -0.43 2.62 -0.50  0.00
H -0.64 2.57 -2.25  0.00
H 2.82 -1.24 1.40  0.00
C 0.17 4.42 -1.50  0.00
H 0.28 -0.96 2.07  0.00
C -0.70 -1.69 -0.06  -0.01
H -0.83 -3.04 1.62  0.00
C 2.05 -1.38 -2.61  0.00
C 1.39 2.14 -1.69  -0.02
C 0.84 -1.32 -1.75  0.00
N 0.62 -0.15 2.62  0.00
C -1.58 0.61 3.52  0.00
C -0.64 0.05 -3.37  0.00
C 0.07 2.88 -1.47  0.00
C 1.49 -3.08 0.06  0.00

Summary:
Energy above the lowest of the compared OMol25 structures with the same formula, charge and spin (eV): 0.005
Energy (Eh): -1803.6008
Net charge: +2
E_HOMO (spin up / spin down) (eV): -13.53 / -13.50
Spin multiplicity: 3
HOMO-LUMO gap (spin up / spin down) (eV): 5.07 / 5.03

---

Record 3
The following is a DFT calculation (the ωB97M-V functional and the def2-TZVPD basis) of a structure of composition C22H26Cl2N5O2Rb.

Each line ends with the Mulliken charge.
Geometry (Å):
H -4.75 0.30 0.54  0.47
C 2.04 -1.02 2.30  0.01
H -1.43 1.69 1.47  0.70
H -3.08 -3.04 1.34  0.41
H -0.62 1.02 0.14  -0.36
O 1.03 1.15 -0.31  -0.86
C 2.71 -1.08 1.09  -0.11
H -0.20 -1.54 -0.30  -0.12
C 1.43 -1.73 -4.36  -0.88
H 1.86 -0.28 -5.86  0.41
N -0.93 -1.81 0.37  -0.14
C 2.52 -0.22 3.33  -0.47
C 3.69 0.52 3.14  -0.60
C 1.58 0.62 -3.92  0.08
H 1.47 -2.58 -5.03  0.40
C 1.65 -0.47 -4.82  -0.84
H -1.21 0.05 1.32  0.07
N -1.43 0.89 0.78  0.58
C 1.42 2.67 -2.06  1.14
H -1.70 -0.24 -1.61  0.23
C -2.52 -0.48 -0.92  -1.04
C -0.58 2.24 3.73  0.80
H 5.29 1.00 1.79  0.38
C 1.24 1.39 -1.55  -0.79
H 4.40 -0.40 -0.05  0.41
H -3.89 1.16 1.81  0.41
H -3.43 -0.56 -1.51  0.54
C 4.37 0.44 1.93  -0.38
N -2.48 -0.82 2.75  -0.44
C -2.71 0.65 0.08  0.36
H 2.30 -1.65 0.27  0.22
Cl 2.12 2.35 -5.98  -0.28
C 1.31 0.33 -2.56  0.17
H -4.27 -2.30 0.28  0.46
C -3.33 -2.11 0.81  -1.59
H -2.35 -2.59 -1.02  0.38
O -0.18 1.71 4.73  -0.64
H 0.92 -2.92 -2.62  0.42
Cl 1.33 4.00 -0.91  -0.30
H 1.99 -0.16 4.27  0.29
H 1.82 4.00 -3.71  0.44
H -2.97 1.57 -0.45  0.28
C -3.81 0.34 1.09  -1.28
H 1.12 -1.58 2.44  0.24
C 3.88 -0.35 0.91  -0.37
H 4.08 1.13 3.95  0.40
C -2.26 -1.82 -0.24  0.21
C 1.68 2.97 -3.40  -0.71
Rb 1.59 2.51 1.72  0.72
N -0.94 2.76 2.72  -1.10
H -2.72 -0.17 3.48  0.25
C -3.59 -0.98 1.81  0.12
C 1.13 -1.92 -3.00  -0.33
H -2.24 -1.70 3.19  0.21
N 1.08 -0.94 -2.13  0.04
H -4.53 -1.23 2.32  0.30
H -0.69 -2.73 0.73  0.33
C 1.77 1.97 -4.31  0.76

Summary:
Energy above the lowest of the compared OMol25 structures with the same formula, charge and spin (eV): 0.536
Energy (Eh): -2222.7652
E_HOMO (eV): -7.34
Spin multiplicity: 1
HOMO-LUMO gap (eV): 7.51

---

Record 4
The following is a DFT calculation (the ωB97M-V functional and the def2-TZVPD basis) of an isolated molecule of C3H5NO2.

Each line ends with the Mulliken charge.
Geometry (Å):
O -1.07 0.91 1.73  -0.55
C 0.79 0.19 -0.89  -0.38
O 0.23 -1.07 -0.85  -0.37
H 1.69 0.28 -1.48  0.30
N 0.83 0.72 0.41  -0.26
H 1.07 1.69 0.52  0.27
C -0.49 0.37 0.83  0.36
H -1.72 -1.17 -0.14  0.26
C -0.70 -1.01 0.22  -0.14
H -0.45 -1.77 0.97  0.23
H -0.19 0.85 -1.34  0.28

Summary:
Energy above the lowest of the compared OMol25 structures with the same formula, charge and spin (eV): 1.925
Energy (Eh): -322.5036
E_HOMO (eV): -9.60
Spin multiplicity: 1
HOMO-LUMO gap (eV): 10.34
Structure (SMILES): O=C1COCN1

---

Record 5
The following is a DFT calculation (the ωB97M-V functional and the def2-TZVPD basis) of a structure of composition C3H2Br2O.

Each line ends with the Mulliken charge.
Geometry (Å):
Br -2.19 1.22 0.08  -0.38
C 0.51 -0.18 1.13  -0.43
O -0.06 0.99 -2.25  -0.28
Br 0.51 -2.01 -1.02  -0.05
C -0.17 0.57 -1.16  0.28
H -0.06 0.60 1.74  0.20
C 0.38 -0.35 -0.20  0.34
H 1.09 -0.84 1.68  0.33

Summary:
Energy above the lowest of the compared OMol25 structures with the same formula, charge and spin (eV): 1.103
Energy (Eh): -5338.7098
E_HOMO (spin up / spin down) (eV): -9.61 / -9.61
Spin multiplicity: 1
HOMO-LUMO gap (spin up / spin down) (eV): 8.28 / 8.28

---

Record 6
The following is a DFT calculation (the ωB97M-V functional and the def2-TZVPD basis) of a structure of composition C40H54I3LuN6P2S.

Each line ends with the Mulliken charge.
Geometry (Å):
C -13.97 -17.71 4.76  0.65
C -16.93 -13.27 5.99  -0.79
H -9.93 -18.49 6.88  0.17
S -12.69 -17.70 6.05  0.12
H -12.13 -22.80 7.87  0.58
H -9.87 -20.42 5.52  0.09
N -13.61 -17.11 3.59  -0.19
H -12.32 -22.04 2.38  0.33
C -10.60 -14.50 6.67  0.21
H -15.99 -14.40 4.35  0.57
H -15.94 -23.65 9.38  0.38
C -10.27 -15.05 12.21  -0.68
H -7.58 -19.40 8.11  0.41
H -10.79 -20.47 3.20  0.38
C -10.73 -21.37 3.72  -0.98
C -10.81 -12.84 12.86  -0.80
H -10.95 -20.09 10.18  0.41
C -15.56 -13.10 8.01  -0.23
C -12.60 -13.36 9.61  1.44
H -17.84 -13.10 5.40  0.38
I -16.53 -17.08 8.16  -0.44
H -7.46 -21.64 8.40  0.53
C -11.80 -13.88 6.87  0.80
N -11.93 -20.63 5.85  1.02
H -8.72 -20.36 10.19  0.31
C -8.42 -19.89 7.58  -1.03
H -13.96 -14.80 5.58  0.27
H -9.65 -15.95 12.32  0.42
H -9.21 -12.43 4.37  0.46
C -13.17 -22.47 8.04  -0.90
H -17.01 -18.91 4.41  0.31
H -10.64 -11.98 13.51  0.40
H -15.51 -12.81 9.04  0.60
C -16.53 -17.97 4.27  -1.04
C -16.77 -12.88 7.31  -0.74
Lu -13.81 -17.10 8.82  0.44
C -12.28 -11.46 11.61  -0.97
H -9.55 -14.06 13.97  0.45
H -11.31 -21.58 9.32  -0.07
H -10.40 -22.06 5.76  0.38
C -11.61 -12.70 11.75  0.79
C -10.66 -21.12 5.25  -0.34
H -12.26 -15.70 4.47  0.05
H -12.20 -10.71 12.36  0.46
H -14.31 -17.04 2.86  0.30
I -10.77 -16.58 9.82  -0.09
P -12.14 -20.00 7.35  -2.09
H -12.55 -23.03 5.26  0.22
C -13.79 -23.24 9.28  -1.02
C -10.62 -20.72 9.37  -0.30
H -14.04 -20.86 5.56  0.58
C -10.13 -13.96 13.08  -0.91
C -11.83 -13.75 10.77  0.07
C -13.02 -11.15 10.50  -1.53
C -11.21 -12.19 5.26  -0.75
H -10.29 -15.41 7.18  -0.11
C -9.69 -19.07 7.78  0.05
C -9.94 -12.78 5.07  -0.88
C -11.88 -22.31 3.32  -0.93
H -13.06 -12.19 6.25  0.31
C -12.10 -12.71 6.17  -0.10
H -11.47 -23.32 3.18  0.42
H -9.73 -21.84 3.56  0.46
H -9.11 -21.96 7.67  0.01
I -14.10 -17.07 11.53  -0.38
H -13.80 -22.81 7.22  0.49
H -16.39 -17.68 3.22  0.42
C -14.55 -13.80 7.39  -0.15
H -17.05 -17.20 4.84  0.35
H -13.71 -24.31 9.16  0.55
H -8.13 -19.99 6.51  0.45
H -13.13 -20.29 4.11  0.25
N -13.01 -18.63 7.28  0.47
H -14.74 -19.49 8.67  -0.69
H -13.00 -15.29 2.88  0.42
C -15.26 -22.84 9.63  -0.73
C -14.34 -20.46 9.09  1.04
H -15.36 -18.35 5.95  -0.18
C -15.91 -14.03 5.35  -0.64
C -12.55 -16.05 3.50  -0.78
H -13.76 -11.87 8.65  0.67
C -9.21 -21.15 9.59  -0.93
C -9.67 -13.93 5.82  -0.61
N -10.77 -19.90 8.16  1.08
H -11.50 -11.28 4.69  0.43
H -15.26 -22.70 10.71  0.35
H -9.13 -22.08 10.09  0.52
N -13.24 -20.97 8.21  0.63
H -17.60 -12.38 7.82  0.43
H -9.51 -18.27 8.47  -0.28
N -15.23 -18.12 4.97  0.09
C -14.75 -14.24 6.07  -0.36
C -15.50 -21.49 8.86  -1.22
H -13.49 -10.17 10.42  0.42
C -13.10 -20.94 5.01  -0.61
C -13.12 -12.10 9.50  -0.75
H -8.69 -14.37 5.81  0.50
C -11.09 -14.91 11.07  0.64
H -16.51 -21.13 8.98  0.61
C -12.93 -22.33 4.47  -0.93
C -8.46 -21.27 8.24  -0.52
H -14.02 -20.24 10.12  0.10
H -13.87 -22.73 4.13  0.51
P -12.99 -14.39 8.16  1.27
H -15.35 -21.75 7.82  0.21
H -11.70 -16.40 2.98  0.30
H -13.12 -22.98 10.11  0.24

Summary:
Energy above the lowest of the compared OMol25 structures with the same formula, charge and spin (eV): 0.000
Energy (Eh): -5094.3154
Net charge: +2
E_HOMO (eV): -12.80
Spin multiplicity: 1
HOMO-LUMO gap (eV): 7.96

---

Record 7
The following is a DFT calculation (the ωB97M-V functional and the def2-TZVPD basis) of a structure of composition C38H25BrF6N6O7S4Zr.

Each line ends with the Mulliken charge.
Geometry (Å):
H -6.16 -2.58 1.26  0.48
C 2.80 0.26 -0.24  -0.42
C -2.55 5.23 -0.50  -0.94
C -0.62 4.34 0.60  0.40
C -2.89 1.34 2.52  -0.61
C 1.14 2.05 -3.91  1.40
C -2.87 -2.01 0.72  -0.15
O 1.27 0.23 2.13  0.20
F -0.17 0.38 4.63  -0.18
H 2.49 5.01 -3.00  0.44
F 0.16 -3.78 4.91  -0.24
N 1.91 -1.68 3.66  -0.68
C 0.89 1.22 -5.02  -0.98
H 1.20 1.54 -6.00  0.44
O -0.27 2.20 2.04  -0.61
H 2.32 -4.89 -3.26  0.44
C -3.20 1.04 0.25  1.00
C -1.50 -2.67 -1.22  0.08
C -1.22 6.63 0.94  -0.78
H 2.12 3.62 -5.01  0.42
C 4.25 -1.06 -1.60  -1.18
C 0.89 2.43 -1.48  -0.50
H 0.01 -0.62 -5.68  0.49
H 2.66 1.12 0.40  0.47
C -0.36 5.57 1.19  -0.81
C 0.24 0.03 -4.85  -1.24
F -1.01 -2.19 4.03  -0.16
H 5.21 -1.28 -2.05  0.46
C -2.31 6.46 0.09  -0.49
O 3.36 0.33 3.38  -0.71
C 1.99 4.06 -2.92  -1.03
H -5.12 1.55 -0.56  0.59
C -4.17 1.81 2.69  -1.06
O 1.99 -3.93 2.60  -0.72
S 0.41 2.96 1.00  1.36
C -4.51 1.51 0.34  -1.26
N 0.11 0.39 -2.48  1.20
S 2.03 -0.16 3.32  1.13
C 3.29 -3.12 -2.58  -0.93
C -5.10 -3.16 -0.51  -0.46
C 1.55 3.63 -1.66  -0.44
H -4.52 2.11 3.67  0.50
C 1.93 -1.62 -1.23  -0.64
O 1.71 3.48 1.33  -0.73
H -3.81 -3.63 -2.14  0.56
C 0.71 1.60 -2.64  -0.53
C -0.24 -3.24 3.76  0.61
F 1.31 1.96 4.66  -0.21
H -1.03 7.59 1.39  0.43
O -1.80 -1.48 1.27  0.46
C -0.13 -0.34 -3.54  -0.09
C 1.13 0.65 4.71  0.70
H 0.18 -4.34 -2.24  0.53
H 4.86 0.74 -0.61  0.58
N -0.43 -2.03 -0.90  2.34
N 0.38 1.97 -0.26  1.03
H -2.97 7.29 -0.11  0.40
C 0.80 -2.45 -1.46  0.19
C -3.89 -3.18 -1.16  -0.65
Br -6.63 -3.92 -1.32  -0.20
F -0.96 -4.14 3.08  -0.22
F 1.59 0.19 5.87  -0.24
H -0.64 -1.28 -3.38  0.37
N -2.41 0.97 1.33  1.07
S -2.35 0.52 -1.17  -0.50
S 1.21 -2.75 2.75  1.17
H 0.50 5.68 1.84  0.53
C -4.10 -2.03 1.37  -1.02
H -4.17 -1.59 2.36  0.53
C 0.98 -3.63 -2.14  -0.56
H -1.46 -3.37 -2.05  0.19
C 2.23 -3.96 -2.72  -1.09
C -1.70 4.16 -0.25  -0.22
C 1.80 3.29 -4.04  -0.95
C -5.21 -2.58 0.76  -0.46
H -2.20 1.28 3.35  0.35
H 4.25 -3.37 -3.02  0.45
Zr -0.41 -0.15 0.53  -1.37
O 0.62 -2.19 1.54  -0.54
C -2.77 -2.59 -0.57  -0.36
H 1.74 4.27 -0.81  0.63
C 4.07 0.04 -0.82  -1.34
C 3.16 -1.94 -1.82  1.49
H -6.01 2.26 1.66  0.44
H -1.87 3.20 -0.72  0.21
N 1.77 -0.52 -0.43  1.70
H -3.39 5.10 -1.17  0.44
C -4.99 1.89 1.57  -0.41

Summary:
Energy above the lowest of the compared OMol25 structures with the same formula, charge and spin (eV): 1.060
Energy (Eh): -7131.5390
E_HOMO (eV): -7.77
Spin multiplicity: 1
HOMO-LUMO gap (eV): 6.64

---

Record 8
The following is a DFT calculation (the ωB97M-V functional and the def2-TZVPD basis) of a cluster of 11 separate species, C11H11Cl33 in total.

Each line ends with the Mulliken charge.
Geometry (Å):
Cl -5.10 -3.09 5.21  -0.08
C 0.89 2.32 -4.67  0.40
Cl 4.11 -2.90 2.32  -0.09
Cl 1.95 3.54 -5.38  -0.12
Cl 1.56 -0.83 0.32  0.31
Cl -3.41 -0.67 4.84  -0.04
Cl -3.26 2.98 -2.94  -0.07
C 4.14 2.73 -1.50  -0.13
Cl 1.24 -0.35 4.06  -0.04
Cl 4.59 1.92 -2.97  -0.10
H 3.48 -4.12 -3.13  0.41
C -0.07 -1.50 4.32  0.73
Cl -1.90 3.82 -0.47  -0.09
Cl -0.35 -1.88 6.01  -0.13
H -3.24 5.06 -1.84  0.36
H -5.34 -1.49 0.91  0.27
H 1.18 4.83 2.63  0.28
H 4.77 -1.46 0.60  -0.44
Cl 2.47 2.96 2.62  -0.04
Cl -2.16 -2.80 -6.13  -0.14
Cl 0.20 -2.96 3.38  -0.13
Cl -1.62 -3.51 -3.34  -0.11
C 1.29 4.04 3.33  -0.05
Cl -3.52 -2.85 1.79  -0.05
Cl -3.11 -1.08 -3.96  -0.09
H 0.68 2.62 -3.68  -0.15
H 4.65 3.70 -1.42  0.35
C -4.98 -2.50 0.74  -0.04
Cl -0.43 0.24 -1.46  0.18
C -2.52 4.29 -2.05  -0.09
Cl -0.22 3.17 3.45  -0.10
H -0.85 -1.69 -4.56  -0.20
Cl 2.20 -4.21 -1.23  -0.12
H -0.99 -1.02 4.03  -0.49
C -5.06 -1.33 5.15  -0.13
Cl 2.40 3.11 -1.38  -0.07
C -0.17 -0.50 0.16  -0.53
Cl 4.70 1.75 -0.12  -0.06
C -1.82 -2.16 -4.49  0.51
Cl -0.86 0.61 1.35  0.00
H -0.70 -1.43 0.20  0.31
Cl -1.19 5.06 -2.87  -0.11
Cl 6.83 -2.11 1.49  -0.14
Cl 4.26 -2.30 -1.93  -0.11
Cl -0.68 2.02 -5.51  -0.12
Cl -4.61 -2.71 -0.98  -0.06
Cl 5.11 -0.14 2.50  -0.13
Cl -6.10 -0.82 3.73  -0.13
H -5.53 -0.83 5.99  0.39
Cl -6.32 -3.63 1.22  -0.12
C 2.96 -3.34 -2.60  -0.23
Cl 1.77 0.77 -4.66  -0.07
C 5.14 -1.65 1.60  0.74
Cl 1.76 -2.46 -3.48  0.01
Cl 1.80 4.77 4.84  -0.13

Summary:
Energy above the lowest of the compared OMol25 structures with the same formula, charge and spin (eV): 0.408
Energy (Eh): -15612.0206
E_HOMO (eV): -10.92
Spin multiplicity: 1
HOMO-LUMO gap (eV): 11.13
Structure (SMILES): ClC(Cl)Cl.ClC(Cl)Cl.ClC(Cl)Cl.ClC(Cl)Cl.ClC(Cl)Cl.ClC(Cl)Cl.ClC(Cl)Cl.ClC(Cl)Cl.ClC(Cl)Cl.ClC(Cl)Cl.ClC(Cl)Cl

---

For reference, largest force on an atom by record: 0.8; 3.5; 1.2; 5.2; 3.1; 4.5; 0.8; 1.8 eV/Å.